C25H87NO21P3S | ωB97M-V/def2-TZVPD

Calculated values
HOMO-LUMO gap (eV): 4.89
Total charge: -1
DFT total energy (hartree): -4061.39569
HOMO level (eV): -3.18
LUMO energy (eV): 1.71

Atoms and positions in Å:
C -0.63 -1.08 4.78
C -1.38 -0.04 4.30
C -2.40 -0.33 3.22
P -1.86 0.09 1.38
N -0.30 -0.70 1.74
C -2.65 -1.53 0.59
C -1.70 -2.43 -0.16
O -2.36 -3.34 -1.05
C -1.30 0.67 -0.35
C 0.19 0.93 -0.57
C 0.45 2.03 -1.60
C 1.02 3.30 -1.04
O 2.11 3.32 -0.45
O 0.32 4.45 -1.20
P -1.08 2.16 2.25
S -2.33 3.22 3.39
P -3.96 1.07 1.14
O -4.29 1.23 -0.53
O -5.07 -0.12 1.52
H -0.04 -1.66 4.09
H -0.70 -1.33 5.83
H -1.23 0.92 4.76
H -2.58 -1.39 3.31
H -3.28 0.21 3.54
H 0.24 -0.97 0.93
H -0.51 -1.57 2.21
H -3.20 -2.14 1.31
H -3.39 -1.20 -0.14
H -0.95 -1.91 -0.73
H -1.16 -3.05 0.56
H -3.27 -3.39 -0.76
H -1.79 1.63 -0.50
H -1.70 0.05 -1.14
H 0.77 1.06 0.33
H 0.59 0.04 -1.05
H 1.22 1.65 -2.26
H -0.42 2.20 -2.21
H -0.09 4.48 -2.06
H -0.72 3.05 1.22
H 0.16 1.96 2.91
H -4.33 2.17 -0.69
H -5.60 -0.33 0.75
C -1.34 1.51 7.81
O -0.31 1.01 6.96
H -2.27 1.04 7.50
H -1.15 1.26 8.86
H -1.44 2.59 7.71
H 0.51 1.44 7.23
C 2.02 -0.49 -4.85
O 1.24 -0.47 -3.66
H 3.01 -0.13 -4.61
H 2.09 -1.51 -5.24
H 1.57 0.16 -5.60
H 0.35 -0.79 -3.87
C -2.69 3.54 10.66
O -3.39 2.72 9.73
H -1.88 4.02 10.12
H -3.34 4.32 11.07
H -2.27 2.95 11.47
H -4.10 2.30 10.21
C 1.57 3.38 -6.58
O 1.93 2.06 -6.99
H 0.48 3.42 -6.56
H 1.95 3.59 -5.58
H 1.94 4.13 -7.28
H 2.89 2.02 -7.01
C -8.51 0.87 -1.08
O -7.29 0.43 -1.67
H -9.31 0.25 -1.48
H -8.48 0.76 0.01
H -8.71 1.92 -1.33
H -6.58 0.98 -1.32
C -4.99 1.12 6.54
O -5.53 1.08 7.87
H -5.81 1.00 5.84
H -4.49 2.07 6.35
H -4.28 0.30 6.38
H -4.79 1.19 8.47
C 3.37 0.70 5.63
O 2.97 0.68 7.01
H 2.47 0.55 5.04
H 3.82 1.65 5.37
H 4.07 -0.11 5.42
H 3.75 0.81 7.55
C -1.56 -4.88 2.75
O -2.26 -3.75 3.25
H -0.73 -4.49 2.17
H -1.18 -5.51 3.56
H -2.20 -5.48 2.09
H -3.01 -4.04 3.77
C 5.47 2.57 -1.59
O 4.68 3.74 -1.47
H 6.38 2.84 -2.12
H 5.74 2.17 -0.61
H 4.94 1.80 -2.16
H 3.86 3.48 -1.00
C -2.61 -2.13 -4.50
O -1.23 -2.22 -4.13
H -2.67 -2.10 -5.58
H -3.16 -2.99 -4.13
H -3.05 -1.22 -4.09
H -1.19 -2.25 -3.17
C 2.55 -3.05 1.66
O 1.45 -3.61 2.36
H 2.17 -2.61 0.74
H 3.04 -2.27 2.25
H 3.28 -3.82 1.40
H 1.78 -3.99 3.18
C -6.23 -3.95 -3.95
O -5.57 -3.57 -5.16
H -6.02 -3.19 -3.21
H -7.31 -4.01 -4.10
H -5.86 -4.91 -3.59
H -5.76 -4.24 -5.82
C 7.67 1.54 -4.57
O 6.91 0.34 -4.45
H 8.53 1.33 -5.20
H 7.08 2.33 -5.03
H 8.03 1.86 -3.59
H 6.16 0.52 -3.89
C 2.34 -3.46 -2.67
O 1.81 -3.86 -1.41
H 3.33 -3.05 -2.49
H 2.43 -4.32 -3.35
H 1.71 -2.70 -3.13
H 0.94 -4.23 -1.55
C 3.05 -2.88 -7.62
O 2.15 -3.98 -7.51
H 3.87 -3.20 -8.25
H 2.55 -2.02 -8.07
H 3.44 -2.61 -6.63
H 1.42 -3.71 -6.95
C 10.83 4.30 -5.19
O 9.48 3.97 -5.50
H 11.20 3.54 -4.51
H 11.45 4.30 -6.09
H 10.89 5.28 -4.71
H 9.15 4.63 -6.11